[1]
The following is a DFT calculation (the ωB97M-V functional and the def2-TZVPD basis) of a molecular structure, C11H16Cl3NOSeSn in a non-equilibrium geometry.

Computed properties:
**Frontier orbital gap (spin up / spin down)**: 3.983 / 3.627 eV

```
! RIJCOSX wB97M-V def2-TZVPD def2/J DEFGRID3
* xyz -2 1
C 2.35 -1.11 -0.03
C 2.54 -0.21 -1.10
C 1.67 -0.58 -2.17
C 3.49 0.92 -1.16
C 0.96 -1.74 -1.79
C 1.40 -2.13 -0.46
C 1.00 -3.26 0.24
C 3.02 -1.02 1.28
C 1.56 0.10 -3.48
C 0.02 -2.52 -2.61
Sn -0.96 2.06 0.17
Cl 0.11 3.49 -1.09
Cl 0.42 1.54 1.96
Cl -1.68 0.35 -1.22
H 4.05 1.02 -0.22
H 2.97 1.87 -1.36
H 4.23 0.78 -1.97
H 1.46 1.18 -3.37
H 0.70 -0.28 -4.03
H 2.45 -0.09 -4.10
H -0.71 -1.90 -3.15
H -0.52 -3.20 -1.95
H 0.56 -3.13 -3.35
H -0.01 -3.65 0.06
H 0.28 -2.69 1.82
H 1.72 -3.86 0.77
H 3.16 0.03 1.58
H 4.01 -1.50 1.26
H 2.40 -1.51 2.05
O 0.06 -2.20 2.65
H -0.17 -1.30 2.36
Se -5.01 2.64 2.67
C -3.62 2.79 1.65
N -2.65 2.89 0.93
*
```

=====

[2]
The following is a DFT calculation (the ωB97M-V functional and the def2-TZVPD basis) of 2 unconnected molecules or ions with the total composition C11H16N2O2.

Computed properties:
**Energy above the lowest of the compared OMol25 structures with the same formula, charge and spin**: 92.9 kcal per mole
**Structure (SMILES)**: [H]/N=C(/C)CC(=O)OCC#C.CCCC#N
**Frontier orbital gap**: 10.653 eV

```
! RIJCOSX wB97M-V def2-TZVPD def2/J DEFGRID3
* xyz 0 1
H 5.30 2.86 -2.26
N 4.48 2.82 -2.87
C 3.64 1.98 -2.43
C 2.36 1.76 -3.19
C 3.88 1.19 -1.15
C 2.82 0.16 -0.85
O 2.66 -0.83 -1.49
O 2.03 0.51 0.21
C 1.83 -0.51 1.19
C 0.78 -1.48 0.85
C -0.12 -2.22 0.59
H 2.45 0.92 -3.88
H 1.51 1.58 -2.54
H 2.17 2.66 -3.78
H 3.94 1.91 -0.34
H 4.85 0.69 -1.22
H 2.77 -1.03 1.40
H 1.52 0.01 2.10
H -0.89 -2.92 0.38
C -3.27 0.34 1.53
C -4.32 -0.58 0.93
C -4.84 -1.62 1.93
C -3.77 -2.48 2.42
N -2.92 -3.15 2.82
H -2.38 -0.22 1.84
H -2.94 1.08 0.79
H -3.66 0.88 2.39
H -3.90 -1.10 0.06
H -5.17 0.01 0.57
H -5.60 -2.25 1.47
H -5.30 -1.12 2.79
*
```

=====

[3]
The following is a DFT calculation (the ωB97M-V functional and the def2-TZVPD basis) of a single C11H16N2OSSi molecule in a non-equilibrium geometry.

Computed properties:
**Energy above the lowest of the compared OMol25 structures with the same formula, charge and spin**: 0.0 kcal per mole
**Structure (SMILES)**: C[Si](C)(C)OCCc1ccc2nsnc2c1
**Frontier orbital gap**: 7.478 eV

```
! RIJCOSX wB97M-V def2-TZVPD def2/J DEFGRID3
* xyz 0 1
C -3.14 2.42 -1.00
Si -2.13 0.80 -0.62
C -1.50 0.21 -2.37
C -3.26 -0.61 0.02
O -0.74 1.14 0.36
C -0.86 0.65 1.72
C -0.04 -0.75 1.95
C 1.32 -0.79 1.11
C 1.38 -1.05 -0.46
C 2.66 -1.04 -1.32
C 4.04 -0.81 -0.61
N 5.37 -0.78 -1.20
S 6.39 -0.53 0.17
N 5.37 -0.38 1.54
C 4.05 -0.58 0.95
C 2.71 -0.56 1.80
H -4.27 2.25 -0.83
H -2.74 3.33 -0.43
H -3.05 2.68 -2.12
H -1.59 -0.93 -2.36
H -0.36 0.43 -2.37
H -2.05 0.72 -3.23
H -3.91 -0.17 0.88
H -2.72 -1.54 0.39
H -3.99 -0.88 -0.83
H -0.31 1.42 2.39
H -1.93 0.60 2.12
H 0.28 -0.72 3.07
H -0.70 -1.68 1.82
H 0.38 -1.25 -0.98
H 2.65 -1.20 -2.46
H 2.70 -0.39 2.92
*
```

=====

[4]
The following is a DFT calculation (the ωB97M-V functional and the def2-TZVPD basis) of a single C11H16N2S molecule in a non-equilibrium geometry.

Computed properties:
**Energy above the lowest of the compared OMol25 structures with the same formula, charge and spin**: 20.5 kcal per mole
**Structure (SMILES)**: CCS/C(=N\C)NCc1ccccc1
**Frontier orbital gap**: 9.598 eV

```
! RIJCOSX wB97M-V def2-TZVPD def2/J DEFGRID3
* xyz 0 1
C -1.58 2.39 -0.38
C -1.35 1.70 0.95
S -2.45 0.29 1.24
C -2.01 -0.82 -0.11
N -2.83 -1.47 -0.80
C -4.26 -1.32 -0.65
N -0.65 -0.87 -0.42
C 0.34 -1.21 0.60
C 1.73 -0.71 0.27
C 2.85 -1.32 0.86
C 4.13 -0.85 0.61
C 4.32 0.24 -0.24
C 3.21 0.85 -0.84
C 1.93 0.38 -0.58
H -0.90 3.24 -0.49
H -1.38 1.71 -1.24
H -2.62 2.77 -0.49
H -0.29 1.39 1.04
H -1.53 2.36 1.80
H -4.54 -0.31 -0.25
H -4.74 -1.46 -1.61
H -4.67 -2.08 0.02
H -0.52 -1.44 -1.23
H 0.40 -2.33 0.78
H 0.00 -0.78 1.56
H 2.68 -2.15 1.52
H 4.98 -1.32 1.07
H 5.34 0.63 -0.43
H 3.38 1.68 -1.50
H 1.04 0.83 -1.08
*
```

=====

[5]
The following is a DFT calculation (the ωB97M-V functional and the def2-TZVPD basis) of a gas-phase ion, C11H16N3 (charge +1) in a non-equilibrium geometry.

Computed properties:
**Energy above the lowest of the compared OMol25 structures with the same formula, charge and spin**: 58.4 kcal per mole
**Structure (SMILES)**: Cc1cc(C)n(C(C)C)c(=[NH2+])c1C#N
**Frontier orbital gap (spin up / spin down)**: 8.822 / 8.822 eV

```
! RIJCOSX wB97M-V def2-TZVPD def2/J DEFGRID3
* xyz 1 1
C 0.88 3.70 0.37
C 0.51 2.25 0.14
C -0.28 1.85 -0.94
C -0.52 0.50 -1.24
C -1.35 0.10 -2.38
N -0.08 -0.41 -0.35
C -0.55 -1.83 -0.51
C -1.72 -2.01 0.52
C 0.62 -2.75 -0.40
C 0.64 0.01 1.02
N 0.86 -1.06 1.78
C 1.01 1.33 1.07
C 1.71 1.72 2.23
N 2.14 1.96 3.28
H 1.13 4.22 -0.48
H 1.75 3.91 1.04
H 0.16 4.38 0.82
H -0.60 2.74 -1.57
H -1.40 0.96 -2.96
H -2.47 -0.09 -2.09
H -0.81 -0.76 -2.79
H -0.83 -2.17 -1.50
H -1.43 -1.87 1.49
H -2.54 -1.34 0.51
H -1.97 -3.12 0.41
H 0.29 -3.77 -0.84
H 1.00 -3.12 0.65
H 1.39 -2.47 -0.97
H 1.65 -0.93 2.39
H 0.80 -1.94 1.28
*
```

=====

[6]
The following is a DFT calculation (the ωB97M-V functional and the def2-TZVPD basis) of a gas-phase ion, C11H16N3 (charge +1) in a non-equilibrium geometry.

Computed properties:
**Energy above the lowest of the compared OMol25 structures with the same formula, charge and spin**: 124.2 kcal per mole
**Structure (SMILES)**: C#C\C=C(C)/C=C\N=C\N/C(C)=[NH+]\C
**Frontier orbital gap (spin up / spin down)**: 7.319 / 7.320 eV

```
! RIJCOSX wB97M-V def2-TZVPD def2/J DEFGRID3
* xyz 1 1
C -4.27 0.48 -1.68
C -3.24 -0.03 -1.36
C -2.13 -0.77 -0.88
C -1.29 -1.26 -1.85
C -0.62 -2.53 -1.79
C -0.88 -0.43 -2.92
C -0.25 0.81 -2.65
N 0.00 1.22 -1.41
C -0.69 1.19 -0.33
N 0.01 0.97 0.94
C 1.30 0.78 1.12
C 2.32 0.53 0.16
N 1.71 0.85 2.42
C 0.88 1.24 3.59
H -5.21 0.93 -1.73
H -2.20 -1.22 0.10
H -0.98 -3.38 -2.51
H -0.37 -2.97 -0.86
H 0.41 -2.34 -2.12
H -0.71 -0.90 -3.80
H 0.24 1.38 -3.47
H -1.68 1.20 -0.18
H -0.46 1.56 1.59
H 1.91 0.24 -0.80
H 3.03 1.37 0.10
H 2.89 -0.37 0.63
H 2.69 0.85 2.66
H 0.65 2.29 3.53
H 1.35 0.81 4.41
H -0.11 0.88 3.59
*
```